(1)
Entry from the OMol25 dataset: a structure of composition C19H42MgN5O9 (ωB97M-V/def2-TZVPD).

```
76
Properties=species:S:1:pos:R:3
Mg 2.019 2.082 0.340
O -0.456 -0.702 -0.159
C 0.414 0.298 -0.059
O 1.544 0.307 -0.492
O 0.199 1.362 0.551
H -0.004 -1.173 -0.863
C -3.131 -1.076 3.057
C -2.577 -2.256 2.245
O -1.622 -2.854 2.735
C -3.347 -2.609 0.924
H -4.218 -1.118 3.136
H -2.947 -0.138 2.534
H -2.681 -1.043 4.050
H -3.476 -3.692 0.945
H -2.797 -2.391 0.009
H -4.305 -2.091 0.895
C -0.720 -3.950 -4.110
C -0.062 -2.752 -3.481
O -0.529 -2.083 -2.587
N 1.135 -2.495 -3.986
C 1.955 -1.370 -3.484
H -0.124 -4.811 -3.805
H -0.704 -3.848 -5.195
H -1.772 -4.031 -3.833
H 1.427 -2.885 -4.870
H 2.820 -1.198 -4.123
H 2.390 -1.517 -2.496
H 1.459 -0.400 -3.451
C -2.225 2.357 3.588
C -2.639 3.280 2.496
O -3.459 4.184 2.697
N -2.269 3.004 1.263
C -2.806 3.629 0.047
H -3.163 1.997 4.010
H -1.675 2.862 4.382
H -1.684 1.472 3.253
H -1.551 2.301 1.167
H -3.880 3.445 0.010
H -2.288 3.192 -0.807
H -2.578 4.691 -0.049
C 4.578 0.001 2.918
C 3.161 0.385 2.910
O 2.804 1.151 1.971
N 2.303 0.022 3.860
C 0.875 0.460 3.833
H 5.263 0.784 3.245
H 4.946 -0.153 1.903
H 4.840 -0.948 3.385
H 2.605 -0.713 4.483
H 0.416 0.405 4.821
H 0.344 -0.197 3.144
H 0.820 1.470 3.427
C 5.918 3.610 -0.226
C 5.046 2.353 -0.294
O 3.872 2.400 -0.094
N 5.574 1.265 -0.852
C 4.793 0.090 -1.152
H 6.869 3.501 -0.748
H 6.078 3.891 0.814
H 5.384 4.398 -0.756
H 6.574 1.250 -0.994
H 5.339 -0.696 -1.673
H 4.013 0.438 -1.829
H 4.372 -0.304 -0.227
C -2.817 0.449 -2.144
C -4.040 -0.410 -2.370
O -5.132 0.145 -2.540
N -3.823 -1.741 -2.391
C -4.862 -2.720 -2.616
H -2.632 0.579 -1.077
H -3.049 1.450 -2.508
H -1.888 0.206 -2.661
H -2.878 -1.978 -2.125
H -5.585 -2.467 -3.391
H -5.316 -2.669 -1.626
H -4.442 -3.683 -2.905
```

Values from the calculation:
LUMO level (alpha / beta) ... -5.210 / -10.351 eV
Gap between HOMO and LUMO (alpha / beta) ... 7.84 / 2.70 eV
<S²> ... 0.784
2S+1 ... 2
Total charge ... +2

Results of the Mulliken charge analysis, in e, for atoms 1 through 6:
1 Mg 1.511
2 O 0.161
3 C 0.667
4 O -0.985
5 O -0.192
6 H 0.067

=====

(2)
Entry from the OMol25 dataset: a cluster of 2 separate species, C19H42N3O11PS in total (ωB97M-V/def2-TZVPD).

```
77
Properties=species:S:1:pos:R:3
C 5.203 -1.983 -2.006
C 4.367 -0.838 -1.405
C 2.958 -0.718 -2.036
C 1.755 -0.701 -1.080
C 0.523 -0.924 -1.996
C 0.249 0.227 -2.998
C 0.193 -0.184 -4.456
O 1.469 -0.542 -4.995
C 1.554 -1.811 -5.480
C 2.873 -2.496 -5.222
O 0.668 -2.355 -6.107
O 1.805 -1.920 -0.293
S 2.345 -1.685 1.188
O 3.652 -2.224 1.334
O 1.427 -2.102 2.183
O 2.400 -0.091 1.078
C 1.614 0.423 -0.039
C 1.986 1.866 -0.373
C 3.430 2.192 -0.704
O 4.291 1.765 0.331
C 3.547 3.737 -0.851
N 3.064 4.255 -2.132
P -0.133 0.564 0.716
N -1.112 1.425 -0.139
O 0.086 1.122 2.189
O -0.793 -0.863 0.912
H 5.667 -2.597 -1.239
H 4.616 -2.634 -2.650
H 6.012 -1.589 -2.619
H 4.913 0.071 -1.642
H 4.369 -0.906 -0.327
H 2.963 0.126 -2.717
H 2.814 -1.597 -2.652
H 0.706 -1.831 -2.567
H -0.366 -1.109 -1.410
H 0.964 1.032 -2.849
H -0.738 0.626 -2.771
H -0.552 -0.966 -4.580
H -0.160 0.680 -5.017
H 3.657 -1.756 -5.079
H 2.808 -3.159 -4.367
H 3.132 -3.041 -6.123
H 1.749 2.464 0.508
H 1.356 2.245 -1.167
H 3.731 1.813 -1.683
H 5.170 2.075 0.105
H 2.988 4.213 -0.050
H 4.609 3.975 -0.807
H 2.082 4.046 -2.263
H 3.548 3.790 -2.890
H -0.678 1.757 -0.988
H 0.914 1.610 2.253
H -1.517 -0.900 0.276
C -7.450 -1.135 3.394
O -6.345 -1.644 4.113
C -5.362 -2.276 3.300
C -4.082 -1.469 3.266
N -4.259 -0.227 2.523
C -3.134 0.702 2.639
C -2.829 1.281 4.016
O -3.827 2.158 4.513
C -4.895 1.536 5.201
H -8.194 -0.812 4.121
H -7.172 -0.274 2.778
H -7.896 -1.904 2.756
H -5.740 -2.459 2.290
H -5.148 -3.247 3.756
H -3.298 -2.063 2.786
H -3.781 -1.286 4.306
H -5.092 0.237 2.858
H -3.339 1.537 1.965
H -2.243 0.203 2.261
H -1.927 1.888 3.914
H -2.595 0.506 4.756
H -4.577 0.625 5.715
H -5.724 1.304 4.526
H -5.267 2.242 5.944
```

Values from the calculation:
LUMO level ... 0.156 eV
Gap between HOMO and LUMO ... 8.55 eV
SMILES ... CCC[C@@]1(CCCOC(C)=O)OS(=O)(=O)O[C@]1(C[C@H](O)CN)P(=N)(O)O.COCCNCCOC

Results of the Mulliken charge analysis, in e, for atoms 1 through 6:
1 C -1.243
2 C -0.461
3 C -1.175
4 C 1.192
5 C -1.028
6 C -0.369

=====

(3)
Entry from the OMol25 dataset: a structure of composition C19H42NO3P3Pb (ωB97M-V/def2-TZVPD).

```
69
Properties=species:S:1:pos:R:3
Pb 0.092 0.939 0.788
P 1.561 -1.953 -0.903
P 0.906 1.249 -2.015
P -1.826 -1.538 -0.941
H -2.160 -0.333 4.294
C -2.286 -1.382 4.573
C -1.284 -2.256 4.432
H -0.283 -2.003 4.054
C 3.315 -1.809 -0.375
C 1.855 -2.689 -2.571
C 1.150 -3.484 0.025
C 0.440 3.009 -2.197
C 2.724 1.365 -2.286
C 0.312 0.555 -3.593
C -2.515 -2.528 0.452
C -1.888 -2.810 -2.283
C -3.317 -0.554 -1.373
H -3.259 -1.667 4.985
H -1.415 -3.297 4.773
H 3.372 -1.634 0.707
H 3.812 -0.989 -0.908
H 3.824 -2.751 -0.614
H 2.333 -1.952 -3.229
H 0.903 -3.001 -3.019
H 2.513 -3.561 -2.466
H 1.001 -3.231 1.083
H 1.987 -4.189 -0.063
H 0.236 -3.954 -0.360
H 0.766 3.346 -3.191
H 0.917 3.633 -1.427
H -0.652 3.119 -2.115
H 2.898 2.100 -3.083
H 3.143 0.391 -2.567
H 3.260 1.736 -1.393
H 0.298 1.351 -4.351
H -0.709 0.171 -3.465
H 0.957 -0.262 -3.943
H -3.579 -2.723 0.260
H -2.407 -1.973 1.396
H -1.973 -3.479 0.539
H -2.928 -3.131 -2.434
H -1.271 -3.680 -2.022
H -1.507 -2.368 -3.215
H -4.216 -1.161 -1.198
H -3.268 -0.255 -2.430
H -3.358 0.351 -0.749
C -2.193 2.726 1.492
C -1.991 3.810 0.571
C -3.112 4.398 -0.009
C -4.405 3.925 0.241
C -4.569 2.808 1.075
C -3.487 2.190 1.665
O -1.247 2.087 2.155
H 2.516 1.337 -0.168
H -0.983 4.131 0.304
H -3.000 5.240 -0.688
H -5.286 4.413 -0.193
H -5.547 2.376 1.282
H -3.545 1.274 2.258
N 4.439 0.231 3.125
C 4.108 1.442 2.307
C 2.777 1.181 1.768
O 2.092 0.231 2.196
O 2.358 1.921 0.652
H 3.555 -0.231 3.386
H 5.006 0.397 3.957
H 5.005 -0.447 2.598
H 4.205 2.327 2.937
H 4.832 1.516 1.503
```

Values from the calculation:
Energy above the lowest of the compared OMol25 structures with the same formula, charge and spin ... 75.3 kcal per mole
LUMO level (alpha / beta) ... -14.788 / -13.496 eV
Gap between HOMO and LUMO (alpha / beta) ... 4.02 / 5.31 eV
Total charge ... +4

Results of the Mulliken charge analysis, in e, for atoms 1 through 6:
1 Pb 1.458
2 P 0.841
3 P 0.623
4 P 0.690
5 H 0.192
6 C -0.430

=====

(4)
Entry from the OMol25 dataset: a structure of composition C19H43AlN2O2P3 (ωB97M-V/def2-TZVPD).

```
70
Properties=species:S:1:pos:R:3
Al -0.321 0.555 -0.992
P 1.407 1.121 0.650
P -1.456 2.372 -1.833
P 1.697 -0.226 -2.459
H -1.717 -2.920 -0.760
C -0.668 -3.263 -0.721
C -0.142 -3.905 0.325
H -0.780 -4.334 1.107
C 0.689 1.534 2.258
C 2.309 2.657 0.278
C 2.688 -0.056 1.159
C -3.207 2.464 -2.341
C -1.337 3.388 -0.339
C -0.545 3.034 -3.257
C 2.375 -1.801 -1.825
C 3.186 0.789 -2.397
C 1.608 -0.590 -4.240
H -0.109 -2.994 -1.646
H 0.936 -3.819 0.523
H 0.230 0.628 2.699
H -0.060 2.342 2.170
H 1.533 1.881 2.890
H 1.626 3.510 0.214
H 2.862 2.561 -0.659
H 3.014 2.805 1.104
H 2.270 -1.069 1.234
H 3.043 0.256 2.151
H 3.539 -0.053 0.470
H -3.317 2.128 -3.382
H -3.473 3.518 -2.266
H -3.865 1.893 -1.673
H -1.522 4.424 -0.632
H -0.354 3.298 0.138
H -2.096 3.067 0.389
H -1.144 3.885 -3.662
H -0.411 2.259 -4.058
H 0.467 3.383 -2.953
H 2.975 -2.217 -2.638
H 1.612 -2.532 -1.543
H 3.031 -1.640 -0.965
H 3.854 0.414 -3.184
H 3.722 0.728 -1.438
H 2.949 1.837 -2.618
H 2.417 -1.289 -4.511
H 1.729 0.310 -4.870
H 0.641 -1.080 -4.478
C -2.126 -1.679 -3.928
C -3.253 -1.151 -4.567
C -3.431 -1.438 -5.924
C -2.617 -2.383 -6.588
C -1.741 -3.124 -5.795
C -1.536 -2.830 -4.445
O -1.697 -1.062 -2.743
H -0.701 -1.073 -2.665
H -3.890 -0.449 -4.025
H -4.218 -0.918 -6.468
H -2.705 -2.501 -7.678
H -1.254 -3.956 -6.280
H -0.895 -3.452 -3.875
C -4.045 1.126 1.395
N -2.995 0.290 1.980
C -2.008 -0.274 1.282
N -1.149 -1.050 1.979
O -1.830 -0.073 0.010
H -4.376 0.708 0.415
H -3.725 2.180 1.240
H -4.890 1.156 2.101
H -3.030 0.068 2.986
H -0.729 -1.840 1.496
H -1.348 -1.158 2.966
```

Values from the calculation:
Energy above the lowest of the compared OMol25 structures with the same formula, charge and spin ... 19.5 kcal per mole
LUMO level ... -9.492 eV
Gap between HOMO and LUMO ... 6.31 eV
Total charge ... +3

Results of the Mulliken charge analysis, in e, for atoms 1 through 6:
1 Al -0.084
2 P 0.917
3 P 1.576
4 P 1.098
5 H 0.516
6 C -0.030

=====

(5)
Entry from the OMol25 dataset: a structure of composition C19H43AuN2OP3Se (ωB97M-V/def2-TZVPD).

```
70
Properties=species:S:1:pos:R:3
Au 0.192 -0.806 -0.240
P -1.574 -2.102 0.497
P 1.630 -0.345 1.654
P 1.516 -1.497 -2.038
H -3.005 4.315 -6.671
C -3.022 3.340 -7.175
C -3.876 2.363 -6.815
H -4.684 2.546 -6.102
C -2.823 -1.310 1.516
C -0.677 -3.345 1.476
C -2.320 -2.905 -0.951
C 2.808 1.031 1.561
C 0.688 -0.075 3.185
C 2.656 -1.834 1.884
C 0.865 -1.369 -3.724
C 1.793 -3.278 -1.705
C 3.146 -0.697 -2.064
H -2.371 3.312 -8.066
H -3.853 1.374 -7.279
H -3.239 -0.442 0.971
H -2.368 -0.932 2.452
H -3.621 -2.040 1.753
H -0.302 -2.898 2.403
H 0.177 -3.725 0.906
H -1.334 -4.181 1.729
H -2.957 -2.165 -1.455
H -2.935 -3.753 -0.623
H -1.551 -3.251 -1.655
H 3.548 0.897 2.361
H 2.277 1.980 1.708
H 3.302 1.053 0.582
H 1.343 -0.241 4.053
H -0.190 -0.732 3.256
H 0.332 0.965 3.199
H 3.327 -1.706 2.740
H 3.276 -2.020 1.000
H 2.056 -2.734 2.053
H 1.571 -1.851 -4.417
H 0.748 -0.308 -3.994
H -0.110 -1.872 -3.783
H 2.427 -3.738 -2.471
H 0.836 -3.815 -1.685
H 2.276 -3.422 -0.731
H 3.767 -1.181 -2.834
H 3.644 -0.777 -1.087
H 3.009 0.366 -2.310
C 0.131 2.783 -2.869
C -1.190 2.549 -3.298
C -1.463 2.838 -4.629
C -0.507 3.358 -5.493
C 0.805 3.563 -5.045
C 1.131 3.222 -3.751
Se 0.904 2.772 -1.135
H 0.120 1.518 -0.820
H -1.989 2.164 -2.654
H -2.461 2.678 -5.025
H -0.781 3.605 -6.515
H 1.558 3.943 -5.713
H 2.146 3.291 -3.384
C -3.744 2.281 3.110
N -2.553 3.020 2.805
C -1.669 2.673 1.826
N -0.570 3.502 1.779
O -1.770 1.660 1.114
H -3.559 1.346 3.659
H -4.307 2.028 2.203
H -4.358 2.929 3.740
H -2.326 3.845 3.353
H 0.019 3.380 0.952
H -0.613 4.421 2.209
```

Values from the calculation:
Energy above the lowest of the compared OMol25 structures with the same formula, charge and spin ... 0.0 kcal per mole
LUMO level (alpha / beta) ... -8.776 / -12.295 eV
Gap between HOMO and LUMO (alpha / beta) ... 7.56 / 4.00 eV
<S²> ... 2.024
2S+1 ... 3
Total charge ... +3

Results of the Mulliken charge analysis, in e, for atoms 1 through 6:
1 Au 1.228
2 P 0.275
3 P 0.365
4 P 0.424
5 H 0.457
6 C -0.759

=====

(6)
Entry from the OMol25 dataset: a cluster of 4 separate species, C19H43BClF8N4O4 in total (ωB97M-V/def2-TZVPD).

```
80
Properties=species:S:1:pos:R:3
N 0.693 0.331 -0.283
B -0.772 0.685 -0.105
Cl -1.508 1.273 -1.750
C -1.705 -0.604 0.426
C -2.992 0.070 1.183
O -4.095 -0.841 1.498
C -4.653 -1.513 0.322
C -5.526 -0.501 -0.684
F -4.669 0.407 -1.483
F -6.145 -1.445 -1.691
C -6.784 0.210 0.080
F -8.043 -0.132 -0.682
F -7.033 -0.310 1.471
C -6.737 1.842 0.173
F -6.650 2.543 -1.142
F -8.074 2.257 0.744
C -5.627 2.419 1.283
F -6.351 3.345 2.233
F -4.566 3.245 0.655
H 1.204 1.255 -0.259
H 0.963 -0.192 0.583
H -0.963 1.600 0.642
H -1.058 -1.312 1.103
H -1.964 -1.208 -0.552
H -2.584 0.473 2.229
H -3.289 1.030 0.575
H -3.893 -2.182 -0.281
H -5.473 -2.277 0.738
H -5.234 1.539 1.951
C 4.232 -1.353 3.122
C 4.013 -0.032 2.388
C 4.948 1.102 2.868
O 4.567 1.688 4.117
C 5.001 0.966 5.260
N 2.598 0.349 2.504
H 3.814 -1.348 4.133
H 3.746 -2.173 2.581
H 5.298 -1.589 3.194
H 4.234 -0.212 1.329
H 4.894 1.915 2.134
H 5.995 0.778 2.894
H 5.975 0.491 5.105
H 4.252 0.220 5.536
H 5.087 1.668 6.093
H 2.437 1.183 1.937
H 2.450 0.678 3.462
C 0.632 -6.558 -0.262
C 0.413 -5.237 -0.997
C 1.348 -4.103 -0.516
O 0.967 -3.517 0.732
C 1.401 -4.239 1.875
N -1.002 -4.855 -0.881
H 0.214 -6.552 0.748
H 0.146 -7.377 -0.804
H 1.698 -6.794 -0.191
H 0.634 -5.417 -2.056
H 1.294 -3.289 -1.250
H 2.395 -4.427 -0.491
H 2.375 -4.713 1.720
H 0.652 -4.984 2.151
H 1.487 -3.536 2.708
H -1.163 -4.021 -1.448
H -1.150 -4.526 0.078
C 1.969 4.204 -5.637
C 0.840 3.621 -4.790
C 0.653 4.341 -3.434
O 1.627 3.994 -2.445
C 2.851 4.704 -2.553
N 1.074 2.181 -4.609
H 2.960 3.917 -5.274
H 1.892 3.844 -6.670
H 1.916 5.296 -5.661
H -0.088 3.749 -5.360
H -0.312 4.027 -3.018
H 0.596 5.429 -3.559
H 2.704 5.732 -2.899
H 3.534 4.171 -3.218
H 3.314 4.736 -1.563
H 0.272 1.779 -4.120
H 1.840 2.081 -3.936
```

Values from the calculation:
LUMO level ... 2.411 eV
Gap between HOMO and LUMO ... 7.02 eV
Total charge ... -1

Results of the Mulliken charge analysis, in e, for atoms 1 through 6:
1 N -0.675
2 B 0.571
3 Cl -0.486
4 C -0.124
5 C -0.033
6 O -0.404

=====

| no. | electronic energy (eV) |
| --- | --- |
| 1 | -51696.122 |
| 2 | -67499.625 |
| 3 | -61087.095 |
| 4 | -61915.570 |
| 5 | -122306.838 |
| 6 | -69485.669 |